1.
{"formula": "C25H22BFeN10S3", "method": "ωB97M-V/def2-TZVPD", "symbols": ["Fe", "C", "C", "N", "N", "C", "B", "N", "C", "C", "C", "N", "N", "C", "C", "C", "N", "H", "H", "H", "H", "H", "H", "H", "H", "H", "H", "C", "C", "S", "C", "C", "S", "H", "H", "H", "H", "H", "H", "S", "N", "C", "C", "C", "C", "C", "N", "C", "C", "N", "C", "C", "C", "C", "C", "N", "H", "H", "H", "H", "H", "H"], "coordinates": [[-0.237, 0.109, -0.291], [-3.520, 3.182, 0.090], [-2.818, 2.238, -0.673], [-1.872, 1.670, 0.056], [-1.939, 2.215, 1.282], [-2.919, 3.131, 1.333], [-0.914, 1.766, 2.338], [0.494, 2.094, 1.791], [1.461, 2.871, 2.297], [2.540, 2.849, 1.435], [2.130, 2.015, 0.393], [0.902, 1.574, 0.618], [-1.044, 0.237, 2.512], [-1.337, -0.483, 3.606], [-1.353, -1.820, 3.260], [-1.058, -1.829, 1.895], [-0.872, -0.589, 1.467], [-4.342, 3.805, -0.217], [-2.948, 1.941, -1.702], [-3.116, 3.673, 2.242], [-1.107, 2.324, 3.385], [1.312, 3.383, 3.233], [3.482, 3.357, 1.545], [2.659, 1.707, -0.495], [-1.511, 0.009, 4.547], [-1.541, -2.664, 3.900], [-0.943, -2.656, 1.213], [-0.507, 0.802, -4.860], [-0.703, 0.319, -3.441], [0.335, 1.001, -2.245], [-1.633, -0.600, -3.102], [-2.550, -1.235, -4.116], [-1.835, -1.127, -1.470], [0.294, 1.540, -4.896], [-1.412, 1.271, -5.254], [-0.238, -0.018, -5.530], [-2.473, -0.770, -5.096], [-3.588, -1.170, -3.781], [-2.318, -2.299, -4.222], [6.068, -5.197, 1.547], [5.103, -4.843, 0.238], [4.288, -3.864, 0.649], [3.273, -3.246, -0.152], [3.089, -3.688, -1.470], [2.126, -3.109, -2.241], [1.355, -2.085, -1.678], [1.481, -1.631, -0.444], [2.447, -2.199, 0.358], [2.657, -1.781, 1.730], [1.891, -0.799, 2.256], [2.064, -0.447, 3.505], [3.023, -1.019, 4.361], [3.821, -2.003, 3.855], [3.659, -2.417, 2.520], [4.482, -3.454, 1.985], [5.449, -4.105, 2.641], [3.728, -4.483, -1.833], [1.942, -3.410, -3.264], [0.596, -1.616, -2.286], [1.413, 0.337, 3.879], [3.114, -0.679, 5.385], [4.584, -2.492, 4.448]], "forces_ev_per_a": [[-0.25, -0.01, -0.73], [0.02, -0.02, 0.03], [-0.01, -0.01, -0.06], [0.05, 0.04, 0.23], [0.00, 0.06, 0.04], [-0.02, 0.00, -0.03], [-0.08, 0.06, 0.00], [0.03, -0.08, 0.01], [-0.02, -0.02, 0.02], [-0.03, 0.01, -0.02], [0.08, 0.01, -0.06], [-0.09, -0.32, 0.11], [0.07, -0.02, 0.04], [0.00, 0.02, -0.05], [-0.03, -0.02, -0.03], [0.00, 0.00, 0.05], [-0.24, -0.16, 0.17], [0.00, 0.00, 0.00], [0.01, -0.01, 0.01], [0.00, 0.00, 0.00], [0.05, -0.01, 0.00], [0.00, 0.00, 0.00], [0.00, 0.00, 0.00], [-0.01, -0.02, 0.00], [0.00, 0.00, 0.01], [0.00, 0.00, 0.00], [-0.01, 0.01, -0.01], [0.09, 0.05, 0.08], [-0.91, -0.86, -0.43], [0.40, 0.53, 0.46], [0.48, 0.58, -1.00], [-0.04, -0.15, 0.22], [0.36, 0.17, 1.03], [0.00, 0.00, -0.03], [0.01, 0.02, 0.01], [0.03, 0.01, 0.00], [0.02, 0.04, 0.00], [0.00, 0.00, -0.03], [-0.02, 0.01, -0.02], [-0.01, 0.01, 0.00], [-0.01, 0.02, 0.03], [0.05, -0.06, -0.03], [-0.04, 0.03, -0.04], [0.01, 0.01, 0.03], [0.00, 0.01, -0.01], [-0.06, 0.09, 0.00], [0.16, -0.06, 0.17], [0.03, -0.06, 0.03], [-0.04, -0.03, -0.11], [-0.06, 0.13, -0.04], [0.01, 0.02, -0.08], [0.00, 0.00, 0.03], [0.00, -0.01, 0.00], [0.02, -0.03, -0.01], [-0.01, 0.03, 0.05], [0.02, -0.02, -0.02], [0.00, 0.00, 0.00], [0.00, 0.00, 0.00], [0.03, -0.05, 0.00], [-0.02, 0.07, 0.00], [0.00, 0.00, 0.00], [0.00, 0.00, 0.00]], "charge": -1, "lumo_energy_ev": [1.59, 2.43], "multiplicity": 5, "orbital_gap_ev": [3.41, 7.13], "homo_energy_ev": [-1.8, -4.7], "s2": 6.21}


2.
{"formula": "C25H22Cl2IrO8P2S9", "method": "ωB97M-V/def2-TZVPD", "symbols": ["Ir", "Cl", "C", "C", "C", "C", "C", "Cl", "C", "S", "H", "H", "H", "C", "C", "O", "P", "O", "O", "O", "P", "O", "O", "O", "H", "H", "H", "H", "H", "H", "H", "C", "S", "C", "C", "S", "S", "C", "S", "S", "H", "H", "H", "O", "C", "C", "C", "C", "C", "S", "C", "C", "C", "C", "S", "C", "C", "C", "C", "S", "H", "H", "H", "H", "H", "H", "H", "H", "H"], "coordinates": [[-0.397, 0.318, -0.869], [-0.412, -2.135, -1.068], [-1.996, -2.645, -0.534], [-2.215, -4.005, -0.410], [-3.473, -4.439, -0.032], [-4.478, -3.511, 0.204], [-4.225, -2.159, 0.073], [-5.517, -1.042, 0.360], [-2.962, -1.667, -0.294], [-2.675, 0.043, -0.391], [-1.412, -4.701, -0.607], [-3.672, -5.495, 0.079], [-5.471, -3.830, 0.488], [-2.109, 3.446, -4.449], [-1.769, 2.498, -3.307], [-2.922, 2.077, -2.610], [-0.755, 3.288, -1.992], [-1.477, 4.607, -1.529], [0.577, 3.775, -2.629], [-0.631, 2.363, -0.807], [-0.682, 1.096, -3.838], [-1.261, 0.675, -5.266], [0.723, 1.589, -3.938], [-0.967, -0.055, -2.874], [-2.701, 4.277, -4.066], [-2.683, 2.907, -5.202], [-1.206, 3.838, -4.918], [-3.229, 1.219, -2.928], [-1.665, 4.611, -0.582], [0.940, 3.028, -3.192], [-0.582, 0.281, -5.826], [-3.611, -0.248, 3.552], [-2.233, -0.811, 4.582], [-1.141, 0.531, 4.733], [-0.764, 1.485, 3.783], [-1.304, 1.585, 2.219], [0.443, 2.631, 4.368], [0.672, 1.989, 5.955], [1.691, 2.585, 7.077], [-0.355, 0.612, 6.268], [-4.322, -1.072, 3.582], [-3.300, -0.060, 2.531], [-4.065, 0.640, 3.984], [1.345, 0.540, -0.084], [2.394, -0.315, 0.290], [2.200, -0.747, 1.731], [1.103, -1.366, 2.260], [1.173, -1.511, 3.667], [2.312, -0.973, 4.183], [3.301, -0.296, 2.971], [2.500, -1.491, -0.656], [2.332, -1.450, -2.011], [2.609, -2.696, -2.628], [3.000, -3.645, -1.734], [3.018, -3.039, -0.133], [3.659, 0.507, 0.131], [4.956, 0.139, 0.339], [5.872, 1.165, -0.003], [5.245, 2.277, -0.479], [3.545, 2.095, -0.507], [0.267, -1.705, 1.668], [0.415, -1.995, 4.261], [2.629, -0.954, 5.212], [2.028, -0.560, -2.545], [2.533, -2.871, -3.690], [3.270, -4.669, -1.925], [5.249, -0.829, 0.717], [6.942, 1.073, 0.093], [5.696, 3.197, -0.811]], "forces_ev_per_a": [[-0.33, -2.37, -0.76], [0.39, 0.55, 0.36], [-0.33, 0.22, 0.05], [-0.01, 0.10, 0.02], [-0.01, 0.04, 0.01], [0.04, -0.06, -0.03], [0.13, -0.04, -0.04], [-0.04, 0.06, 0.04], [0.25, -0.22, 0.04], [0.09, 0.32, -0.38], [0.03, -0.02, -0.01], [-0.01, -0.03, -0.01], [-0.02, -0.01, 0.01], [0.15, 0.10, -0.02], [0.32, -0.10, 0.14], [-0.31, 0.22, -0.20], [-0.02, 0.05, -0.14], [0.04, 0.02, 0.01], [-0.10, 0.20, 0.09], [0.34, -0.09, 0.16], [0.08, 0.10, -0.16], [-0.11, -0.04, 0.20], [0.05, -0.14, -0.09], [-0.54, 0.38, 0.39], [-0.01, -0.01, -0.01], [-0.02, 0.02, 0.03], [0.01, 0.01, -0.02], [0.11, -0.08, 0.17], [-0.08, -0.02, 0.03], [0.02, -0.10, -0.06], [0.03, 0.03, -0.07], [0.05, 0.00, -0.03], [0.00, 0.04, -0.05], [-0.08, -0.08, 0.10], [-0.02, 0.04, -0.02], [0.21, 0.19, 0.14], [0.01, -0.05, 0.03], [-0.01, -0.03, -0.06], [0.00, -0.05, -0.05], [-0.04, 0.04, 0.02], [-0.02, -0.04, 0.05], [-0.02, -0.05, 0.00], [0.00, 0.03, 0.01], [-0.63, 1.02, 0.14], [0.15, -0.19, 0.08], [-0.12, 0.22, 0.18], [0.10, -0.10, -0.08], [0.07, 0.00, 0.00], [0.05, 0.01, -0.04], [-0.04, 0.02, 0.04], [0.10, -0.06, -0.06], [0.11, 0.04, 0.07], [0.07, -0.07, -0.01], [-0.01, 0.00, 0.05], [-0.10, 0.00, -0.06], [0.13, 0.03, -0.13], [-0.14, -0.03, 0.00], [0.03, 0.12, -0.06], [-0.03, -0.04, 0.00], [0.08, -0.01, 0.09], [-0.08, -0.02, -0.08], [-0.04, -0.06, 0.03], [0.01, 0.00, 0.08], [0.02, 0.06, -0.01], [-0.02, -0.03, -0.05], [0.01, -0.06, -0.03], [-0.01, -0.06, -0.02], [0.04, 0.02, 0.01], [0.03, 0.05, -0.01]], "de_lowest_kj_mol": 141.50, "lumo_energy_ev": [-0.80, -2.23], "multiplicity": 2, "orbital_gap_ev": [6.96, 5.54], "homo_energy_ev": [-7.8, -7.8], "s2": 0.79}


3.
{"formula": "C25H22Cl2IrO8P2S9", "method": "ωB97M-V/def2-TZVPD", "symbols": ["Ir", "Cl", "C", "C", "C", "C", "C", "Cl", "C", "S", "H", "H", "H", "C", "C", "O", "P", "O", "O", "O", "P", "O", "O", "O", "H", "H", "H", "H", "H", "H", "H", "C", "S", "C", "C", "S", "S", "C", "S", "S", "H", "H", "H", "O", "C", "C", "C", "C", "C", "S", "C", "C", "C", "C", "S", "C", "C", "C", "C", "S", "H", "H", "H", "H", "H", "H", "H", "H", "H"], "coordinates": [[0.422, -0.537, 0.246], [2.633, 0.274, 0.253], [3.406, -0.749, 1.461], [4.781, -0.851, 1.401], [5.427, -1.594, 2.376], [4.689, -2.209, 3.374], [3.309, -2.092, 3.394], [2.425, -2.889, 4.649], [2.613, -1.356, 2.427], [0.861, -1.301, 2.430], [5.327, -0.358, 0.608], [6.503, -1.696, 2.355], [5.175, -2.794, 4.142], [-3.912, 0.511, 2.620], [-2.991, 0.976, 1.501], [-3.510, 2.186, 0.919], [-1.357, 1.480, 2.158], [-1.104, 0.776, 3.534], [-1.579, 2.987, 2.564], [-0.192, 1.324, 1.209], [-2.793, -0.362, 0.237], [-2.497, 0.627, -0.989], [-3.977, -1.208, 0.084], [-1.488, -1.098, 0.647], [-4.011, 1.286, 3.381], [-3.528, -0.395, 3.087], [-4.887, 0.295, 2.189], [-3.530, 2.079, -0.041], [-0.300, 0.207, 3.515], [-2.205, 3.410, 1.951], [-2.183, 0.183, -1.794], [0.916, -5.326, 1.703], [-0.685, -4.534, 1.975], [-1.220, -4.151, 0.345], [-0.623, -3.394, -0.597], [0.951, -2.647, -0.435], [-1.559, -3.130, -2.055], [-2.972, -4.026, -1.603], [-4.282, -4.191, -2.558], [-2.814, -4.740, -0.032], [1.208, -5.707, 2.681], [1.660, -4.612, 1.361], [0.822, -6.156, 1.006], [-0.008, -0.009, -1.633], [0.783, 0.484, -2.717], [1.432, 1.827, -2.402], [1.097, 2.684, -1.399], [1.764, 3.938, -1.490], [2.566, 4.020, -2.583], [2.528, 2.579, -3.503], [-0.217, 0.772, -3.839], [-1.276, 1.628, -3.742], [-2.006, 1.748, -4.953], [-1.469, 0.997, -5.953], [-0.092, 0.135, -5.428], [1.786, -0.575, -3.165], [1.454, -1.806, -3.653], [2.573, -2.624, -3.951], [3.749, -1.995, -3.684], [3.501, -0.416, -3.089], [0.375, 2.447, -0.639], [1.644, 4.738, -0.774], [3.192, 4.841, -2.892], [-1.503, 2.180, -2.840], [-2.886, 2.363, -5.072], [-1.818, 0.893, -6.967], [0.434, -2.116, -3.806], [2.502, -3.626, -4.346], [4.751, -2.367, -3.826]], "forces_ev_per_a": [[0.19, -0.73, 0.31], [0.06, -0.15, -0.15], [-0.02, 0.01, 0.03], [0.01, 0.01, 0.01], [0.00, 0.01, -0.02], [-0.03, -0.01, 0.02], [0.04, 0.00, 0.01], [-0.01, 0.00, 0.00], [-0.03, 0.02, 0.00], [0.05, 0.16, -0.10], [0.00, 0.00, 0.00], [0.00, 0.00, 0.00], [0.00, 0.00, 0.00], [-0.02, 0.04, 0.00], [0.07, 0.02, -0.05], [-0.14, -0.03, 0.04], [0.01, 0.09, -0.02], [0.10, -0.02, 0.02], [0.12, 0.04, -0.04], [-0.08, -0.02, -0.24], [-0.02, 0.17, -0.02], [-0.27, -0.17, 0.04], [0.02, -0.05, 0.12], [0.04, 0.04, -0.43], [0.00, 0.00, 0.01], [0.00, 0.00, 0.00], [0.00, -0.01, 0.00], [0.09, 0.01, -0.02], [-0.07, -0.01, -0.02], [-0.08, -0.06, 0.02], [0.22, 0.09, 0.02], [-0.01, 0.01, 0.03], [-0.02, -0.02, 0.01], [-0.03, -0.04, -0.06], [-0.04, -0.20, 0.13], [0.05, 0.55, -0.03], [0.16, 0.10, -0.05], [-0.08, 0.03, 0.00], [0.03, 0.01, 0.01], [0.03, -0.01, -0.01], [0.01, -0.02, -0.01], [0.01, 0.00, -0.01], [0.00, 0.01, -0.01], [-0.06, 0.56, 0.00], [-0.02, -0.21, 0.03], [0.00, -0.08, 0.08], [0.05, 0.04, -0.01], [-0.01, 0.01, 0.01], [-0.02, -0.01, -0.01], [0.01, 0.02, 0.00], [-0.04, -0.05, 0.02], [-0.02, 0.04, -0.04], [-0.01, -0.02, 0.01], [0.00, 0.02, 0.00], [-0.03, 0.02, -0.03], [-0.04, 0.04, 0.00], [0.02, -0.05, 0.04], [-0.02, 0.00, 0.01], [0.01, 0.01, 0.00], [0.00, -0.05, 0.15], [-0.08, -0.10, 0.15], [0.00, 0.00, 0.00], [0.00, 0.00, 0.00], [0.01, -0.02, 0.01], [0.00, 0.00, 0.00], [0.00, 0.00, 0.00], [-0.11, -0.06, 0.05], [0.00, 0.00, 0.00], [0.00, 0.00, 0.00]], "de_lowest_kj_mol": 0.00, "lumo_energy_ev": [-0.77, -2.71], "multiplicity": 2, "orbital_gap_ev": [7.00, 5.03], "homo_energy_ev": [-7.8, -7.7], "s2": 0.76}


4.
{"formula": "C25H22Cl8FeN2OSSi", "method": "ωB97M-V/def2-TZVPD", "symbols": ["Fe", "Cl", "C", "C", "C", "Cl", "C", "Cl", "C", "Cl", "C", "Cl", "Cl", "C", "C", "C", "C", "C", "C", "N", "C", "C", "N", "C", "O", "C", "C", "C", "Cl", "S", "C", "C", "C", "Cl", "C", "H", "H", "H", "H", "H", "H", "H", "H", "H", "H", "H", "H", "H", "C", "Si", "C", "C", "H", "H", "H", "H", "H", "H", "H", "H", "H"], "coordinates": [[-0.446, 0.237, 0.321], [-0.271, 1.661, 2.021], [-0.627, 0.694, -1.607], [-0.191, -0.627, -1.497], [-0.429, -1.524, -2.544], [-0.161, -3.237, -2.352], [-0.936, -1.048, -3.741], [-1.222, -2.125, -5.072], [-1.259, 0.319, -3.890], [-1.850, 0.895, -5.401], [-1.146, 1.165, -2.794], [-1.672, 2.812, -2.914], [-4.679, 5.623, 2.720], [-5.054, 3.981, 2.344], [-5.988, 3.292, 3.104], [-6.265, 1.980, 2.777], [-5.639, 1.318, 1.718], [-6.013, -0.138, 1.546], [-5.250, -1.055, 2.523], [-3.918, -1.372, 2.022], [-3.571, -2.511, 1.321], [-2.327, -2.283, 0.806], [-1.917, -1.022, 1.179], [-2.887, -0.516, 1.916], [-5.776, -0.528, 0.223], [-6.496, -1.612, -0.279], [-5.763, -1.904, -1.543], [-5.672, -0.942, -2.600], [-6.524, 0.471, -2.689], [-4.545, -1.379, -3.825], [-4.211, -2.810, -2.984], [-4.938, -2.957, -1.790], [-4.717, 2.044, 0.969], [-3.836, 1.405, -0.390], [-4.422, 3.366, 1.280], [-6.488, 3.780, 3.928], [-7.002, 1.442, 3.365], [-7.078, -0.227, 1.785], [-5.775, -1.999, 2.668], [-5.182, -0.564, 3.492], [-4.209, -3.379, 1.309], [-1.701, -2.927, 0.213], [-2.865, 0.467, 2.363], [-7.544, -1.348, -0.467], [-6.472, -2.490, 0.374], [-3.472, -3.491, -3.372], [-4.818, -3.814, -1.141], [-3.692, 3.902, 0.691], [2.653, -1.283, -1.919], [1.719, -0.978, -0.323], [1.461, -2.526, 0.686], [2.637, 0.332, 0.629], [3.683, -1.573, -1.681], [2.705, -0.351, -2.489], [2.237, -2.055, -2.546], [2.435, -2.893, 1.020], [0.975, -3.326, 0.114], [0.868, -2.320, 1.581], [3.681, 0.001, 0.652], [2.269, 0.450, 1.648], [2.604, 1.311, 0.147]], "forces_ev_per_a": [[-0.66, 0.75, 0.87], [0.00, -0.03, 0.03], [0.39, -0.16, 0.11], [0.84, -0.11, -0.16], [0.00, -0.08, 0.18], [-0.08, 0.04, -0.07], [-0.17, 0.10, -0.19], [-0.05, 0.02, 0.16], [-0.01, -0.08, 0.08], [-0.02, -0.02, 0.00], [-0.17, -0.03, -0.15], [-0.02, 0.02, -0.03], [-0.01, -0.03, 0.00], [0.02, 0.00, -0.02], [-0.01, -0.03, -0.01], [-0.01, 0.02, 0.05], [-0.05, 0.07, 0.10], [-0.01, 0.13, 0.26], [0.20, -0.19, 0.02], [0.09, -0.05, 0.02], [0.16, 0.10, -0.06], [-0.37, 0.12, 0.16], [-0.14, -0.24, 0.06], [0.11, 0.10, -0.06], [0.03, 0.20, -0.18], [-0.27, -0.25, -0.01], [-0.13, 0.34, -0.22], [0.00, -0.03, 0.09], [-0.05, 0.05, 0.01], [0.10, 0.04, -0.04], [0.05, 0.00, -0.04], [0.25, -0.43, -0.09], [0.04, 0.06, -0.05], [0.07, 0.10, -0.08], [-0.01, 0.04, 0.02], [0.01, -0.01, -0.01], [0.02, 0.01, -0.01], [-0.07, -0.02, 0.01], [0.02, 0.01, -0.01], [0.05, -0.03, 0.05], [0.03, 0.02, 0.01], [0.02, -0.04, -0.02], [0.02, -0.03, 0.00], [-0.02, -0.02, 0.02], [-0.01, -0.01, 0.01], [0.12, -0.10, -0.06], [0.01, 0.07, -0.05], [0.02, 0.00, 0.00], [0.36, 0.33, 0.37], [-0.38, -0.76, -1.07], [-0.05, -0.11, 0.06], [-0.22, 0.21, -0.01], [-0.05, 0.05, 0.02], [-0.02, -0.04, -0.01], [-0.16, -0.21, -0.16], [-0.01, 0.00, 0.02], [0.14, 0.25, 0.15], [0.01, -0.04, 0.01], [-0.01, -0.01, -0.01], [0.06, -0.02, -0.04], [0.01, -0.04, 0.01]], "de_lowest_kj_mol": 107.37, "charge": 1, "lumo_energy_ev": [-4.34, -7.25], "multiplicity": 6, "orbital_gap_ev": [5.58, 3.66], "homo_energy_ev": [-9.9, -10.9], "s2": 8.80}


| no. | E_tot (Ha) |
| --- | --- |
| 1 | -3996.77523 |
| 2 | -6859.06261 |
| 3 | -6859.11650 |
| 4 | -6783.26247 |